Record 1
{"formula": "C26H30ClN2", "method": "ωB97M-V with the def2-TZVPD basis set", "homo_ev": -10.74, "molar_mass_g_mol": 405.993, "total_charge": 1, "symbols": ["C", "N", "C", "C", "Cl", "H", "H", "H", "H", "H", "H", "H", "C", "C", "C", "C", "C", "C", "C", "C", "C", "C", "C", "C", "C", "C", "C", "C", "C", "C", "C", "C", "C", "N", "C", "C", "H", "H", "H", "H", "H", "H", "H", "H", "H", "H", "H", "H", "H", "H", "H", "H", "H", "H", "H", "H", "H", "H", "H"], "positions_angstrom": [[-1.965, -3.748, -3.378], [-0.626, -3.342, -2.925], [0.332, -4.411, -2.573], [-0.287, -2.082, -2.833], [1.344, -1.600, -2.623], [-1.876, -4.703, -3.903], [-2.651, -3.892, -2.531], [-2.374, -2.991, -4.054], [-0.178, -5.360, -2.734], [1.217, -4.350, -3.216], [0.624, -4.330, -1.517], [-1.022, -1.294, -3.008], [3.916, -1.017, 1.671], [2.790, -1.777, 1.366], [1.538, -1.169, 1.209], [1.436, 0.223, 1.234], [0.146, 0.985, 0.917], [-1.083, 0.063, 0.948], [-2.039, 0.098, 1.966], [-3.213, -0.661, 1.843], [-3.428, -1.467, 0.723], [-2.419, -1.596, -0.240], [-1.241, -0.870, -0.077], [-0.090, 2.097, 1.960], [0.421, 2.004, 3.263], [0.090, 2.966, 4.227], [-0.817, 3.983, 3.923], [-1.351, 4.064, 2.634], [-1.006, 3.116, 1.662], [0.314, 1.615, -0.526], [1.675, 1.503, -1.241], [1.340, 1.787, -2.711], [-0.146, 1.447, -2.865], [-0.590, 1.107, -1.512], [2.582, 0.989, 1.524], [3.807, 0.375, 1.784], [4.883, -1.497, 1.823], [2.864, -2.862, 1.249], [0.654, -1.797, 1.084], [-1.892, 0.731, 2.849], [-3.949, -0.602, 2.646], [-4.366, -2.010, 0.602], [-2.531, -2.247, -1.108], [-0.419, -0.999, -0.778], [1.086, 1.181, 3.544], [0.553, 2.899, 5.215], [-1.097, 4.713, 4.687], [-2.047, 4.860, 2.372], [-1.464, 3.164, 0.672], [0.125, 2.699, -0.463], [2.432, 2.167, -0.822], [2.021, 0.467, -1.140], [1.457, 2.853, -2.912], [1.973, 1.227, -3.400], [-0.717, 2.315, -3.235], [-0.338, 0.607, -3.545], [-1.577, 1.291, -1.344], [2.513, 2.084, 1.565], [4.666, 0.992, 2.053]], "atomic_forces_ev_per_a": [[-0.613, 0.014, 0.055], [0.856, 1.521, 0.473], [0.021, -0.254, -0.013], [0.440, -1.217, -0.676], [-1.266, -0.570, 0.039], [0.076, 0.317, 0.014], [0.355, 0.065, -0.157], [0.103, -0.165, 0.181], [0.164, 0.109, 0.053], [-0.205, 0.013, 0.161], [-0.089, 0.113, -0.344], [0.228, -0.166, 0.093], [0.067, 0.058, -0.062], [-0.009, 0.028, 0.067], [0.326, 0.164, 0.000], [0.205, 0.027, 0.305], [0.049, -0.105, 0.295], [0.239, -0.127, 0.298], [-0.299, -0.071, -0.276], [0.233, -0.041, -0.030], [-0.031, 0.002, -0.011], [0.197, 0.270, 0.577], [-0.292, -0.623, -0.187], [-0.277, -0.097, 0.144], [-0.104, 0.351, 0.015], [-0.083, -0.207, -0.233], [0.186, -0.012, -0.139], [0.044, -0.302, -0.127], [0.283, 0.214, 0.553], [0.249, 1.510, -0.121], [-0.238, -0.692, 0.034], [-0.046, 0.455, 0.109], [-0.537, 0.489, 0.433], [-0.741, -0.679, -1.216], [0.298, -0.310, 0.062], [-0.389, -0.005, -0.200], [-0.291, 0.091, -0.033], [0.055, 0.325, 0.225], [0.322, 0.260, -0.040], [-0.143, -0.234, -0.482], [0.101, -0.083, -0.325], [0.242, 0.145, 0.115], [-0.142, 0.064, 0.334], [-0.412, 0.042, 0.428], [-0.255, 0.381, -0.159], [-0.292, 0.035, -0.276], [0.116, -0.200, -0.300], [0.115, -0.185, 0.137], [0.093, 0.068, 0.309], [0.228, -0.110, 0.500], [-0.114, -0.119, -0.138], [0.189, 0.310, 0.083], [0.212, -0.116, -0.111], [0.035, 0.125, 0.003], [0.261, -0.266, -0.194], [0.073, 0.137, -0.146], [0.430, 0.087, 0.019], [-0.009, -0.551, 0.005], [-0.213, -0.287, -0.125]], "mulliken_charge": [-0.905, 0.210, -0.956, -0.188, -0.051, 0.404, 0.385, 0.348, 0.382, 0.375, 0.343, 0.681, -0.655, -0.999, -0.041, -0.829, 4.517, -0.008, -0.674, -0.911, -0.668, -0.481, 0.477, -1.264, 0.081, -1.006, -0.519, -1.108, 0.279, -0.985, -0.704, -0.806, -0.649, 0.052, -0.055, -1.068, 0.407, 0.417, 0.597, 0.456, 0.434, 0.421, -0.041, -0.199, 0.398, 0.404, 0.403, 0.413, 0.347, 0.490, 0.439, 0.105, 0.327, 0.357, 0.383, 0.171, 0.294, 0.565, 0.408]}

=====

Record 2
{"formula": "C26H30F3N4O", "method": "ωB97M-V with the def2-TZVPD basis set", "homo_ev": -9.89, "molar_mass_g_mol": 471.547, "total_charge": 1, "symbols": ["C", "N", "C", "O", "C", "C", "C", "C", "N", "C", "C", "C", "C", "C", "C", "N", "C", "C", "C", "C", "C", "C", "C", "C", "C", "C", "C", "C", "H", "H", "H", "H", "H", "H", "H", "H", "H", "H", "H", "H", "H", "H", "H", "H", "H", "H", "H", "H", "H", "H", "H", "H", "H", "H", "F", "C", "F", "F", "C", "N", "H", "H", "H", "H"], "positions_angstrom": [[1.744, 4.427, -0.290], [1.429, 3.043, -0.562], [2.375, 2.204, -1.073], [3.533, 2.511, -1.352], [1.730, 0.825, -1.231], [2.436, -0.212, -0.330], [3.859, -0.427, -0.698], [4.345, -0.863, -1.923], [5.727, -0.893, -1.871], [6.161, -0.494, -0.610], [7.444, -0.364, -0.089], [7.568, 0.081, 1.238], [6.429, 0.383, 2.008], [5.137, 0.257, 1.474], [5.000, -0.192, 0.162], [0.336, 1.081, -0.855], [-0.618, 0.130, -0.951], [-1.951, 0.301, -0.593], [-2.958, -0.656, -0.694], [-4.331, -0.407, -0.340], [-5.320, -1.423, -0.474], [-6.647, -1.197, -0.113], [-7.043, 0.056, 0.381], [-6.095, 1.079, 0.509], [-4.766, 0.857, 0.155], [0.091, 2.472, -0.421], [-0.337, 2.547, 1.050], [-0.873, 3.201, -1.365], [2.814, 4.581, -0.455], [1.184, 5.102, -0.950], [1.502, 4.680, 0.749], [1.795, 0.518, -2.293], [2.388, 0.140, 0.717], [1.870, -1.159, -0.404], [3.781, -1.128, -2.814], [6.327, -1.189, -2.634], [8.301, -0.612, -0.716], [8.559, 0.194, 1.681], [6.555, 0.720, 3.038], [4.232, 0.492, 2.040], [-0.280, -0.832, -1.348], [-2.229, 1.277, -0.206], [-2.716, -1.635, -1.117], [-5.017, -2.392, -0.881], [-7.383, -1.999, -0.221], [-8.082, 0.238, 0.660], [-6.388, 2.062, 0.886], [-4.050, 1.673, 0.262], [0.441, 2.089, 1.677], [-0.468, 3.597, 1.339], [-1.272, 2.014, 1.228], [-0.454, 3.181, -2.381], [-1.853, 2.724, -1.390], [-0.991, 4.240, -1.036], [-4.258, -6.618, 0.726], [-3.422, -5.766, 1.392], [-3.504, -6.040, 2.730], [-2.131, -6.041, 0.986], [-3.737, -4.315, 1.126], [-2.768, -3.468, 1.812], [-3.729, -4.207, 0.030], [-4.738, -4.148, 1.539], [-1.836, -3.799, 1.575], [-2.849, -2.499, 1.513]], "atomic_forces_ev_per_a": [[-0.260, 0.468, 0.185], [0.368, -0.473, -0.214], [1.308, 0.567, -0.510], [-1.900, -0.636, 0.459], [0.779, 0.088, -0.421], [-0.527, -0.164, 0.203], [0.772, -0.379, -0.845], [0.088, 0.453, 1.270], [-0.067, -0.072, -0.048], [-0.828, 0.055, 0.050], [0.135, 0.133, 0.495], [-0.203, -0.257, -0.711], [-0.632, -0.001, -0.134], [0.569, 0.009, 0.200], [0.261, -0.173, -0.917], [-1.881, -2.017, -0.309], [2.146, 1.027, -0.123], [-1.789, -0.256, 0.363], [1.187, 0.851, -0.353], [-1.217, 0.293, 0.390], [0.452, 0.251, -0.015], [0.018, 0.172, 0.028], [0.455, -0.260, -0.163], [0.268, -0.051, -0.098], [-0.056, -0.355, -0.034], [0.255, 0.919, 0.354], [0.130, -0.187, 0.090], [0.114, -0.161, -0.196], [-0.243, -0.174, 0.005], [0.145, -0.122, 0.081], [0.101, -0.021, -0.157], [-0.093, 0.131, 0.516], [-0.132, -0.182, -0.356], [0.106, 0.304, 0.193], [0.369, 0.022, 0.159], [-0.276, 0.165, 0.411], [-0.066, 0.135, 0.330], [-0.302, -0.051, -0.163], [-0.029, -0.083, -0.329], [0.432, -0.003, 0.100], [0.003, 0.289, 0.137], [0.017, -0.499, -0.127], [-0.033, 0.149, 0.183], [-0.166, 0.278, 0.163], [0.294, 0.307, 0.023], [0.313, -0.089, -0.089], [0.072, -0.371, -0.138], [-0.317, -0.203, 0.015], [-0.224, 0.190, -0.134], [0.032, -0.295, -0.053], [0.117, 0.201, 0.112], [-0.161, 0.107, 0.251], [0.079, 0.241, -0.039], [0.020, -0.273, -0.114], [0.868, 0.917, 0.675], [0.415, -0.809, 0.638], [0.132, -0.016, -1.459], [-1.184, 0.004, 0.395], [-0.140, 0.020, -0.068], [0.151, -0.167, -0.259], [-0.243, -0.039, 0.146], [0.106, 0.091, -0.285], [-0.049, 0.235, 0.126], [-0.059, -0.232, 0.117]], "mulliken_charge": [-0.964, 0.284, 0.397, -0.681, -0.240, -0.315, 0.645, -0.696, -0.014, -0.603, -0.781, -0.487, -0.806, -0.399, 0.983, 0.636, 0.300, 0.712, -0.831, 0.749, -0.226, -0.851, -0.322, -0.763, -0.326, -0.024, -1.480, -1.520, 0.383, 0.312, 0.314, 0.357, 0.144, 0.405, 0.390, 0.206, 0.377, 0.376, 0.378, 0.348, 0.479, -0.723, 0.445, 0.420, 0.391, 0.399, 0.393, 0.335, 0.327, 0.483, 0.399, 0.379, 0.405, 0.452, -0.247, 0.816, -0.241, -0.270, -0.382, -0.591, 0.197, 0.271, 0.286, 0.208]}

=====

Record 3
{"formula": "C26H30F8N2O28", "method": "ωB97M-V with the def2-TZVPD basis set", "spin_multiplicity": 2, "s2": 0.754, "homo_ev": [-12.30, -12.30], "molar_mass_g_mol": 970.496, "total_charge": 1, "symbols": ["C", "C", "O", "C", "O", "O", "F", "H", "H", "H", "C", "C", "O", "C", "O", "O", "F", "H", "H", "H", "C", "C", "O", "C", "O", "O", "F", "H", "H", "H", "C", "C", "O", "C", "O", "O", "F", "H", "H", "H", "C", "C", "O", "C", "O", "O", "F", "H", "H", "H", "C", "C", "O", "C", "O", "O", "F", "H", "H", "H", "C", "C", "O", "C", "O", "O", "F", "H", "H", "H", "C", "C", "O", "C", "O", "O", "F", "H", "H", "H", "C", "N", "O", "O", "H", "H", "H", "C", "N", "O", "O", "H", "H", "H"], "positions_angstrom": [[-1.284, 4.010, -4.946], [-2.067, 2.796, -4.534], [-1.242, 2.148, -3.660], [-0.499, 3.126, -3.013], [0.223, 2.965, -2.004], [-0.449, 4.215, -3.831], [-2.303, 2.029, -5.612], [-1.881, 4.877, -5.232], [-0.783, 3.715, -5.867], [-2.961, 3.231, -4.088], [1.692, 2.475, 0.699], [0.968, 3.520, 1.526], [2.069, 4.144, 2.149], [3.061, 3.174, 2.300], [4.193, 3.360, 2.784], [2.714, 2.014, 1.554], [0.161, 3.040, 2.352], [2.024, 2.859, -0.266], [1.057, 1.594, 0.602], [0.449, 4.269, 0.927], [3.050, -3.383, -2.643], [4.518, -3.463, -2.317], [4.922, -4.723, -2.822], [3.806, -5.436, -3.143], [3.834, -6.558, -3.615], [2.795, -4.755, -2.727], [4.599, -3.279, -0.988], [2.767, -2.929, -3.593], [2.330, -2.862, -2.012], [5.161, -2.711, -2.773], [1.924, -1.255, 2.757], [3.398, -1.494, 3.109], [3.397, -1.214, 4.493], [2.336, -0.503, 4.806], [2.030, -0.049, 5.863], [1.499, -0.396, 3.736], [4.256, -0.623, 2.413], [1.280, -2.115, 2.572], [1.971, -0.795, 1.770], [3.742, -2.501, 2.872], [-1.608, -2.467, 4.314], [-2.010, -1.058, 3.897], [-2.712, -0.747, 5.126], [-3.272, -1.840, 5.681], [-4.230, -1.771, 6.482], [-2.591, -2.877, 5.316], [-2.743, -1.130, 2.819], [-0.672, -2.766, 4.784], [-1.777, -3.169, 3.497], [-1.132, -0.439, 3.711], [-4.467, 2.276, -1.048], [-4.643, 3.287, 0.058], [-3.401, 3.549, 0.572], [-2.591, 2.522, 0.216], [-1.473, 2.219, 0.661], [-3.165, 1.767, -0.776], [-5.496, 2.859, 0.956], [-4.428, 2.744, -2.032], [-5.257, 1.525, -1.056], [-4.986, 4.289, -0.198], [4.878, 2.449, -1.670], [6.270, 2.485, -1.107], [6.981, 3.308, -2.084], [6.287, 3.253, -3.224], [6.657, 3.661, -4.285], [5.070, 2.674, -3.019], [6.865, 1.263, -0.979], [4.351, 3.242, -1.139], [4.387, 1.490, -1.503], [6.307, 2.959, -0.125], [-0.925, -0.840, -1.801], [-0.821, -1.295, -0.377], [0.426, -0.708, -0.068], [1.185, -0.659, -1.188], [2.433, -0.444, -1.251], [0.400, -0.888, -2.241], [-0.606, -2.658, -0.375], [-1.363, 0.156, -1.857], [-1.675, -1.390, -2.368], [-1.584, -0.997, 0.343], [-5.733, -0.444, 1.991], [-5.155, -1.222, 0.875], [-5.769, -2.187, 0.540], [-4.170, -0.721, 0.267], [-5.285, -0.805, 2.917], [-6.809, -0.590, 2.089], [-5.513, 0.613, 1.848], [-3.547, -4.659, -0.990], [-3.017, -4.840, 0.397], [-2.145, -5.627, 0.482], [-3.395, -4.014, 1.204], [-4.627, -4.582, -0.865], [-3.347, -5.529, -1.615], [-3.114, -3.745, -1.397]], "atomic_forces_ev_per_a": [[0.014, -0.234, -1.401], [-0.688, 1.932, -1.336], [0.600, -0.124, 2.444], [3.880, -0.676, 1.379], [-3.548, 0.505, -3.755], [0.151, -0.027, 1.346], [-0.503, -0.459, 0.172], [-0.003, 0.080, 0.662], [0.886, 0.152, 0.205], [-0.779, -1.205, 0.279], [-1.757, -1.524, -0.088], [2.963, 2.168, -4.489], [1.396, -1.154, 1.201], [4.101, 0.417, -0.227], [-4.891, -0.776, -1.355], [1.191, 2.616, 1.590], [-2.932, -2.100, 4.314], [0.227, -0.059, 0.152], [-0.230, 0.327, -0.641], [0.244, 0.168, -0.158], [-0.556, 0.413, -1.309], [0.236, 1.661, -1.290], [0.504, 0.815, 0.450], [2.014, -3.334, -0.378], [-0.307, 2.563, 0.868], [-4.096, -0.631, -0.033], [0.783, -0.867, 1.349], [0.727, -0.023, -0.510], [0.759, -0.544, 0.917], [-0.049, -0.078, -0.055], [1.644, 0.045, -2.809], [0.123, -0.192, -0.824], [1.571, -0.569, -0.534], [-1.766, 0.996, 1.074], [0.586, -0.230, -0.160], [-1.025, 0.512, 0.660], [-1.261, -0.811, 1.156], [0.151, -0.473, 0.751], [-0.238, 0.530, 0.114], [0.186, 0.121, 0.483], [0.411, -1.966, -0.755], [2.494, -2.357, 1.686], [-2.867, 1.694, 0.826], [4.797, 0.512, -3.194], [-0.571, 0.021, 0.476], [-2.398, -0.210, 1.256], [-1.490, 0.502, -0.600], [0.286, 1.028, -0.135], [-0.050, 0.029, -0.197], [-0.314, 0.773, 0.662], [0.375, 0.481, -0.627], [-0.777, 2.754, -2.177], [1.862, -1.307, 0.659], [3.632, -2.313, 0.493], [-4.090, 1.409, -1.413], [0.185, 0.364, 0.832], [-1.281, -1.366, 2.287], [-0.164, 0.090, 0.016], [0.344, -0.191, 0.249], [-0.367, -0.160, -0.712], [0.250, -0.706, 1.273], [0.854, 0.770, 0.389], [-0.448, -1.231, 1.623], [-0.146, 0.382, -1.694], [-0.280, -0.321, 0.899], [-0.099, 0.469, -1.305], [-0.054, 0.220, -0.497], [-0.449, 0.210, -0.436], [-0.005, 0.044, -0.007], [0.319, 0.105, -0.164], [-2.732, 0.351, 0.066], [0.934, 0.244, -0.775], [0.723, 0.015, 1.163], [4.794, 0.923, -0.609], [-5.582, -0.944, 0.633], [0.608, 0.097, -0.774], [-0.494, -0.070, 0.491], [0.579, 0.460, 0.256], [0.804, -0.747, -0.336], [0.109, -0.101, -0.160], [0.080, 0.624, 0.949], [0.563, 1.822, -1.391], [0.197, -0.925, -0.327], [-1.435, -1.130, 1.302], [0.132, 0.070, -0.131], [0.185, -0.278, -0.474], [0.146, -0.235, -0.002], [-1.353, -0.358, -0.116], [-0.488, 1.896, -2.741], [1.548, -1.649, 1.560], [0.042, -0.130, 1.182], [0.076, 0.394, -0.209], [0.380, 0.136, 0.324], [-0.078, -0.125, 0.193]], "lowdin_spin": [0.000, 0.000, 0.000, 0.000, 0.000, 0.000, 0.000, 0.000, 0.000, 0.000, 0.000, 0.000, 0.000, 0.000, 0.000, 0.000, 0.000, 0.000, 0.000, 0.000, 0.000, 0.000, 0.000, 0.000, 0.000, 0.000, 0.000, 0.000, 0.000, 0.000, 0.000, 0.000, 0.000, 0.000, 0.000, 0.000, 0.000, 0.000, 0.000, 0.000, 0.007, 0.010, 0.057, 0.068, 0.829, 0.020, 0.002, 0.000, 0.002, 0.004, 0.000, 0.000, 0.000, 0.000, 0.000, 0.000, 0.000, 0.000, 0.000, 0.000, 0.000, 0.000, 0.000, 0.000, 0.000, 0.000, 0.000, 0.000, 0.000, 0.000, 0.000, 0.000, 0.000, 0.000, 0.000, 0.000, 0.000, 0.000, 0.000, 0.000, 0.000, 0.000, 0.000, 0.000, 0.000, 0.000, 0.000, 0.000, 0.000, 0.000, 0.000, 0.000, 0.000, 0.000]}